(1)
Formula: C49H69ClNNiOP2SSi2
Source: OMol25
Level of theory: ωB97M-V with the def2-TZVPD basis set

## Properties
Spin multiplicity = 2
E_LUMO (alpha / beta) = 0.0108 / 0.0108 Ha
<S²> = 0.75
HOMO level (alpha / beta) = -0.21836 / -0.21746 Ha
E = -5666.97764 a.u.

Element x y z (Å)
Ni  0.2015  1.8871  1.1307
Cl  -0.2653  4.2087  1.9450
S  2.7709  -2.1884  2.2216
P  0.5199  1.5486  3.3772
P  0.9859  -2.3863  -1.9762
Si  -2.4007  4.4970  -0.8709
Si  -2.8181  1.5551  0.5479
O  1.1806  -0.6166  0.6942
N  0.1668  1.8449  -0.8426
C  -0.3434  -1.8354  -5.5997
C  -1.7768  -0.0051  0.8542
C  3.6020  -3.2991  -1.9397
C  -1.1671  -6.0514  0.0579
C  -0.2836  -2.3328  5.6928
C  0.2725  0.0337  4.3414
C  -1.1966  -1.1160  -3.1247
C  -0.8313  5.4301  -1.3793
C  0.6656  -3.8618  -0.8968
C  -1.0104  2.5993  5.5309
C  -0.0899  1.5686  -3.5729
C  -1.7278  -1.1771  -5.5954
C  -3.1694  5.4118  0.5939
C  -0.5007  2.7816  4.2483
C  -3.5745  4.8420  -2.3231
C  -0.4808  -2.4803  -3.1410
C  -2.0138  2.7528  -0.5283
C  -1.5535  4.9719  4.1818
C  -0.5781  -3.5869  -0.0029
C  1.8477  -1.2543  1.3803
C  -0.9100  -0.6629  4.0862
C  -4.3998  0.8446  -0.2150
C  4.4423  2.5387  2.9072
C  -3.2992  2.1407  2.2800
C  1.1617  1.3168  -1.5749
C  -2.3046  -1.0752  -4.1701
C  4.9694  -3.1753  -2.6046
C  -0.2826  -2.9814  -4.5916
C  0.5612  -5.2124  -1.6113
C  2.2145  2.1124  3.7312
C  -1.1231  2.0700  -2.8191
C  4.8143  3.0135  4.1553
C  2.4820  -2.9161  -2.9266
C  -1.7720  3.5867  6.1369
C  3.8902  3.0445  5.1930
C  2.5964  2.5978  4.9815
C  3.9930  -0.9005  -3.1609
C  3.1446  2.0922  2.6967
C  2.9278  -1.7510  -3.8432
C  5.2788  -1.7072  -2.9434
C  -1.1905  -1.8376  4.7645
C  -1.6770  -4.6300  -0.1891
C  0.2024  -6.3070  -0.6083
C  -0.7917  3.9791  3.5921
C  -2.0385  4.7703  5.4647
C  1.1798  -0.4695  5.2670
C  0.8990  -1.6508  5.9400
C  1.0959  1.1727  -2.9381
C  -0.9983  2.2237  -1.4149
H  -2.3321  -0.6850  1.5105
H  -0.1896  -5.1710  -2.4077
H  2.8463  1.7357  1.7157
H  -0.4790  -0.3060  -3.2977
H  -1.0151  6.5069  -1.4277
H  -1.6567  -0.1834  -6.0438
H  5.7486  -3.5901  -1.9625
H  0.9876  -6.3332  0.1535
H  -3.7099  3.1497  2.2958
H  -2.1091  -2.3718  4.5597
H  4.2066  -0.0029  -3.7457
H  -1.6005  -0.9354  -2.1269
H  -2.8973  -0.1649  -4.0630
H  -2.5112  -4.4109  0.4806
H  0.0142  5.2639  -0.7126
H  5.8976  -1.6612  -3.8433
H  -0.0950  -2.1949  -6.6006
H  1.8727  2.6446  5.7874
H  -1.0887  -3.6834  -4.8319
H  2.1143  0.0444  5.4511
H  4.9686  -3.7801  -3.5166
H  -2.0728  2.3273  -3.2658
H  -1.1501  -3.1871  -2.6417
H  1.6111  -2.0414  6.6553
H  0.2142  -7.2858  -1.0916
H  2.2729  -3.7959  -3.5415
H  -4.0529  1.4693  2.7022
H  0.4129  -1.0882  -5.3492
H  -3.7125  5.9156  -2.4810
H  -0.2061  1.4467  -4.6438
H  -0.5201  5.1077  -2.3777
H  -0.8181  0.1760  1.3594
H  3.4431  -4.3151  -1.5738
H  -5.1349  1.6429  -0.3578
H  -2.4035  5.8437  1.2437
H  0.6432  -3.5463  -4.7051
H  -2.4309  2.1323  2.9503
H  5.8664  -1.2518  -2.1424
H  -3.7988  4.7661  1.2053
H  -2.0807  -4.5558  -1.2030
H  -1.9058  -6.7655  -0.3122
H  -2.1650  3.4264  7.1319
H  -4.1777  0.4360  -1.2064
H  -1.0911  -6.2241  1.1345
H  2.0723  -1.1256  -4.1090
H  1.5396  -3.9176  -0.2381
H  -0.8146  1.6726  6.0564
H  -2.9884  -1.9091  -3.9811
H  -3.7956  6.2293  0.2275
H  3.5930  -0.5564  -2.2006
H  -1.6098  -0.2857  3.3467
H  -4.5571  4.3978  -2.1375
H  -0.2767  -3.5772  1.0501
H  5.8232  3.3685  4.3205
H  -4.8641  0.0572  0.3855
H  4.1773  3.4249  6.1645
H  3.3239  -2.1434  -4.7858
H  -0.4961  -3.2546  6.2184
H  -0.9851  -2.5894  -0.2008
H  -1.7749  5.8753  3.6311
H  -2.4088  -1.7522  -6.2278
H  -1.5584  -0.5381  -0.0745
H  2.0527  1.0094  -1.0308
H  -3.1942  4.4204  -3.2566
H  1.9339  0.7577  -3.4810
H  5.1553  2.5249  2.0934
H  3.5737  -2.6482  -1.0562
H  1.5085  -5.4510  -2.0997
H  -2.6419  5.5373  5.9318

=====

(2)
Formula: C49H70Cl10F4O15
Source: OMol25
Level of theory: ωB97M-V with the def2-TZVPD basis set

## Properties
Spin multiplicity = 2
E_LUMO (alpha / beta) = 0.0664 / 0.0663 Ha
<S²> = 0.76
HOMO level (alpha / beta) = 0.00537 / -0.16989 Ha
Charge = -1
E = -8039.04895 a.u.

Element x y z (Å)
Cl  -0.1270  5.2411  2.8629
Cl  -4.6365  1.9360  0.9328
Cl  -0.0440  3.7740  -5.0452
Cl  2.2926  -1.5280  -4.5625
Cl  4.1808  0.4127  -3.1002
Cl  2.2585  7.0423  3.0179
Cl  -4.9544  3.9973  2.9886
Cl  0.0931  5.0448  -2.4047
Cl  3.1500  4.7177  -0.8530
Cl  3.8866  4.1094  -3.6486
F  -1.2463  -3.2185  -3.1207
F  -2.3677  2.1570  5.1679
F  3.3006  -3.8698  3.8802
F  3.0203  3.2341  2.4788
O  -1.0224  0.6446  -3.3450
O  -4.1508  -1.1834  3.9080
O  4.1631  -2.3322  -0.9412
O  -3.1407  -0.2781  -3.3254
O  5.7478  -3.1827  0.4302
O  -1.9610  -0.2434  -5.1540
O  -2.7081  -2.3129  2.4791
O  4.1992  -1.6907  1.1696
O  0.8152  1.3191  -0.8150
O  -3.3593  4.6799  -1.7165
O  -5.5324  5.2065  -2.1226
O  -3.9823  6.6954  -2.6308
O  -3.4533  -3.2518  4.2921
O  0.0917  -0.3394  0.6407
O  -0.9063  1.6066  0.6946
C  -0.2597  -3.6633  -5.2824
C  -4.2391  -3.4828  5.4778
C  4.7076  -2.5626  0.2671
C  -0.4632  -3.9468  -3.8946
C  -2.8506  -1.3095  1.4577
C  0.4835  6.8804  2.6811
C  0.0590  0.9010  0.0786
C  -6.0129  3.9633  -1.5714
C  1.1147  -1.2488  0.2431
C  2.5602  0.0383  -3.5770
C  -2.6590  7.1017  -3.0119
C  5.2376  2.6128  2.8419
C  0.5291  -0.4983  3.9779
C  4.7108  -2.9400  -2.1272
C  6.3246  1.7375  2.5282
C  1.3739  -5.5318  -3.9945
C  -3.3864  0.0118  -2.0031
C  4.1107  2.5290  2.0356
C  -1.1514  2.9857  0.3643
C  -2.2140  6.4682  -4.3587
C  -1.9653  0.0670  -3.8995
C  0.6586  0.8371  3.6588
C  -3.9949  -4.9689  5.8676
C  2.0245  -4.1405  3.5471
C  1.5605  -5.3142  -5.3493
C  0.4123  -4.8530  -3.2620
C  -0.5613  -0.9718  4.7642
C  -1.3117  1.3405  4.9093
C  4.5890  -1.6655  2.5519
C  3.3995  3.4802  -2.1018
C  5.1318  1.0025  0.5194
C  0.6868  -4.4264  -5.9804
C  -0.3852  3.6052  -3.3179
C  0.5842  -2.3830  -0.6900
C  6.2544  0.8938  1.3942
C  -0.5594  -4.6965  2.7820
C  4.0091  1.7975  0.8514
C  -4.2194  5.4517  -2.1094
C  -0.9287  0.1980  -5.9795
C  -0.2583  1.7241  4.0902
C  -0.3548  -4.4113  4.1496
C  -3.5105  -2.1418  3.5739
C  0.9921  -4.2063  4.5433
C  -1.5127  -0.0117  5.1934
C  -4.3420  2.3671  2.6583
C  4.2964  -4.3961  -2.1721
C  0.4130  -4.6250  1.8245
C  1.7009  -4.3271  2.2099
C  -4.8175  -0.5511  -1.6305
H  -2.5711  -0.4578  -1.4528
H  -2.4910  -0.4271  1.9870
H  0.4478  -4.9701  -2.1890
H  -0.0728  7.4586  3.4189
H  0.3006  -4.7687  0.7600
H  5.1898  -0.7899  2.7977
H  -4.7082  1.6201  3.3626
H  4.9893  0.4012  -0.3662
H  -1.1488  0.0850  -7.0410
H  2.0705  -6.2153  -3.5320
H  -5.0847  -0.2804  -0.6090
H  -0.2853  3.5943  0.6242
H  -5.2882  -3.3605  5.2088
H  3.6835  -1.6620  3.1588
H  -1.1494  6.4705  -4.5925
H  1.4097  -1.7289  1.1762
H  1.8392  0.0196  -2.7597
H  4.7483  -4.9374  -1.3410
H  -4.8551  -1.6281  -1.7941
H  -2.7191  8.1859  -3.1065
H  -0.7211  1.2634  -5.8800
H  -7.0710  3.9266  -1.8305
H  -4.1516  -5.6841  5.0601
H  -5.9604  3.9449  -0.4829
H  3.2205  -4.4727  -2.0147
H  -1.9906  3.3818  0.9362
H  5.2471  3.2750  3.6950
H  -3.8789  -1.0888  1.1713
H  5.1480  -2.5458  2.8693
H  -3.2179  1.0807  -1.8723
H  0.0045  -0.3144  -5.7454
H  -1.9136  6.8681  -2.2516
H  0.2727  7.2359  1.6725
H  2.5087  -4.2909  1.4941
H  -1.4661  3.5152  -3.2101
H  2.2188  0.8654  -4.1994
H  -1.5035  -5.1237  2.4777
H  1.9477  -0.7977  -0.2961
H  4.5218  -4.8129  -3.1537
H  -1.1904  -4.4857  4.8298
H  7.1726  1.6984  3.1959
H  0.1806  -1.8345  -1.5411
H  2.5295  2.8444  -2.2660
H  -1.4200  3.1476  -0.6796
H  -0.8870  -2.9614  -5.8118
H  2.2810  -5.8983  -5.9026
H  -2.3436  -0.1439  5.8705
H  -2.2031  -1.5248  0.6077
H  -5.6305  -0.1922  -2.2616
H  -2.3767  5.3920  -4.2997
H  -2.9532  -4.9568  6.1884
H  1.2790  -4.1018  5.5793
H  -0.5759  -2.0263  4.9971
H  4.2688  -2.3829  -2.9532
H  1.2147  -1.2306  3.5776
H  3.0995  1.6740  0.2824
H  -0.0227  2.7645  3.9221
H  4.2657  2.9107  -1.7653
H  7.0836  0.2227  1.2253
H  0.7803  -4.3372  -7.0527
H  -3.2603  2.4736  2.7401
H  -4.7478  -5.1658  6.6309
H  5.7958  -2.8809  -2.2139
H  -2.7673  6.8503  -5.2166
H  -0.2337  -2.8992  -0.1872
H  -5.5613  3.1039  -2.0669
H  -4.0093  -2.8519  6.3364
H  0.2508  2.7887  -2.9762
H  1.5186  1.1649  3.0937
H  1.3680  -3.1050  -0.9191